The following is a DFT calculation (ωB97M-V/def2-TZVPD) of a molecular structure, C16H13Cl3NOS2V.

```
37
C16H13Cl3NOS2V (ωB97M-V/def2-TZVPD)
V -0.52 -0.26 -0.03
Cl -0.95 6.77 -0.50
C -1.14 5.08 -0.07
C -0.05 4.38 0.43
C -0.23 3.05 0.76
Cl 1.13 2.16 1.39
C -1.45 2.37 0.61
O -1.58 1.10 0.92
C -2.51 3.14 0.11
Cl -4.05 2.38 -0.11
C -2.37 4.48 -0.23
H 0.91 4.86 0.55
H -3.21 5.03 -0.62
C -2.22 -4.51 -0.78
C -1.52 -3.31 -0.20
S -2.08 -1.77 -0.84
C -0.52 -3.39 0.70
C 0.02 -4.68 1.25
S 0.30 -1.95 1.30
H -3.24 -4.25 -1.06
H -2.26 -5.35 -0.08
H -1.72 -4.86 -1.69
H -0.71 -5.48 1.23
H 0.35 -4.55 2.28
H 0.90 -5.02 0.68
N 0.59 0.04 -1.24
C 1.66 0.23 -2.08
C 1.47 0.75 -3.36
C 2.55 0.96 -4.20
C 3.84 0.67 -3.78
C 4.03 0.15 -2.50
C 2.96 -0.07 -1.66
H 0.46 0.98 -3.69
H 2.38 1.36 -5.19
H 4.68 0.84 -4.44
H 5.03 -0.09 -2.16
H 3.10 -0.48 -0.67
```

For the HOMO-LUMO gap (spin up / spin down), the calculation gives 0.2478 / 0.2478 hartree. Its total energy is -105270.1764 eV. As for the spin multiplicity: 2. The HOMO energy (spin up / spin down) is -4.08 / -4.08 eV. As for the charge: -1.

Here are the natural (NBO) charges for atoms 1 to 6, given in e:
1 V 1.044
2 Cl -0.032
3 C -0.044
4 C -0.248
5 C -0.085
6 Cl 0.035

The following is a DFT calculation (ωB97M-V/def2-TZVPD) of 2 unconnected molecules or ions with the total composition C6H5NOS in a non-equilibrium geometry.

```
14
C6H5NOS (ωB97M-V/def2-TZVPD)
C 0.79 1.26 2.44
C 0.17 1.66 1.51
C 0.86 -1.70 -1.87
C 0.01 -2.47 -1.10
C 0.02 -0.27 -0.54
C -0.59 1.90 0.37
N 0.77 -0.34 -1.59
O -1.91 1.93 0.40
S -0.78 -1.58 0.13
H 1.46 1.08 3.27
H 1.42 -2.04 -2.80
H -0.04 -3.53 -1.07
H -0.06 2.48 -0.44
H -2.13 1.60 1.28
```

The relative energy (zero: lowest compared OMol25 entry of this formula, charge and spin) is 4.314 eV. For the HOMO-LUMO gap (spin up / spin down), the calculation gives 0.2896 / 0.2868 hartree. Its total energy is -20669.9981 eV. The HOMO energy (spin up / spin down) is -7.96 / -7.89 eV.

Here are the natural (NBO) charges for atoms 1 to 6, given in e:
1 C -0.174
2 C -0.135
3 C -0.059
4 C -0.484
5 C -0.035
6 C 0.169

The following is a DFT calculation (ωB97M-V/def2-TZVPD) of 2 unconnected molecules or ions with the total composition C10H16 in a non-equilibrium geometry.

```
26
C10H16 (ωB97M-V/def2-TZVPD)
C -0.57 2.34 2.11
C 0.39 1.67 1.26
C 1.76 1.97 1.19
C 2.68 1.32 0.51
C 2.21 0.47 -0.46
C 0.82 0.31 -0.70
C -0.13 0.90 0.26
H -1.17 1.46 2.53
H -1.36 2.94 1.70
H -0.10 2.87 3.00
H 2.25 2.63 1.99
H 3.75 1.50 0.63
H 3.10 -0.10 -0.95
H 0.67 -0.12 -1.63
H -1.13 0.56 0.22
C -1.89 -2.61 0.06
C -2.14 -2.01 -1.40
C -1.62 -2.94 -2.50
H -2.17 -1.77 0.74
H -0.94 -2.81 0.20
H -2.36 -3.41 0.36
H -3.15 -1.97 -1.51
H -1.96 -0.86 -1.16
H -0.57 -2.75 -2.56
H -1.86 -3.96 -2.21
H -2.15 -2.69 -3.30
```

The relative energy (zero: lowest compared OMol25 entry of this formula, charge and spin) is 3.359 eV. For the HOMO-LUMO gap, the calculation gives 0.3632 hartree. Its total energy is -10626.3846 eV. The HOMO energy is -8.87 eV.

Here are the natural (NBO) charges for atoms 1 to 6, given in e:
1 C -0.629
2 C -0.038
3 C -0.199
4 C -0.225
5 C -0.213
6 C -0.207

The following is a DFT calculation (ωB97M-V/def2-TZVPD) of a molecular structure, C44H56BBrClN2O5PS2Ta in a non-equilibrium geometry.

```
114
C44H56BBrClN2O5PS2Ta (ωB97M-V/def2-TZVPD)
Ta -0.86 -0.78 0.02
N 3.17 -0.85 -0.25
C 3.84 -0.85 0.95
C 5.20 -0.64 1.01
C 5.90 -0.76 2.22
C 5.26 -1.12 3.37
C 3.86 -1.31 3.36
C 3.15 -1.68 4.51
C 1.79 -1.82 4.46
C 1.14 -1.55 3.24
N 1.76 -1.22 2.13
C 3.12 -1.13 2.16
H 2.18 -0.74 -0.19
H 3.61 -0.34 -1.00
H 5.73 -0.39 0.10
H 6.97 -0.58 2.22
H 5.80 -1.24 4.30
H 3.69 -1.86 5.44
H 1.22 -2.12 5.32
H 0.06 -1.59 3.20
C 2.32 3.67 -5.65
C 2.18 2.19 -6.00
C 3.54 1.67 -6.48
C 1.15 2.06 -7.14
C 1.71 1.36 -4.81
C 1.51 1.90 -3.55
C 1.04 1.09 -2.54
Br 0.87 1.80 -0.78
C 0.71 -0.26 -2.70
O 0.16 -0.93 -1.68
C 0.99 -0.84 -3.96
C 1.47 -0.01 -4.96
C 0.85 -2.35 -4.20
C 1.90 -3.05 -3.32
C -0.57 -2.84 -3.86
C 1.13 -2.73 -5.65
H 2.64 4.22 -6.53
H 3.07 3.82 -4.87
H 1.37 4.09 -5.31
H 3.88 2.25 -7.34
H 3.49 0.62 -6.79
H 4.28 1.75 -5.69
H 1.45 2.68 -7.99
H 0.17 2.41 -6.79
H 1.05 1.03 -7.48
H 1.70 2.94 -3.33
H 1.67 -0.44 -5.93
H 1.80 -2.76 -2.27
H 2.90 -2.77 -3.64
H 1.80 -4.13 -3.39
H -0.83 -2.64 -2.83
H -0.64 -3.92 -4.03
H -1.30 -2.34 -4.51
H 2.16 -2.49 -5.94
H 0.44 -2.23 -6.34
H 1.00 -3.81 -5.77
C -4.03 -3.29 -2.79
C -4.01 -1.79 -2.58
O -3.94 -1.54 -1.17
P -3.99 -0.01 -0.62
S -2.38 0.91 -1.43
S -4.27 -0.01 1.30
O -5.22 0.64 -1.44
C -6.55 0.71 -0.90
C -7.24 -0.64 -0.89
H -4.08 -3.50 -3.85
H -4.88 -3.74 -2.29
H -3.12 -3.74 -2.39
H -4.91 -1.33 -2.98
H -3.14 -1.34 -3.07
H -7.07 1.42 -1.54
H -6.50 1.11 0.12
H -7.31 -1.05 -1.90
H -8.25 -0.52 -0.49
H -6.69 -1.33 -0.25
C 1.41 5.07 5.83
C -0.12 5.07 5.63
C -0.79 5.28 6.99
C -0.52 6.24 4.73
C -0.53 3.74 4.99
C -1.18 2.74 5.71
C -1.54 1.52 5.15
C -1.24 1.32 3.82
O -1.46 0.24 3.01
B -0.95 0.58 1.75
O -0.39 1.85 1.82
C -0.58 2.31 3.10
C -0.21 3.51 3.65
H 1.73 6.02 6.26
H 1.93 4.92 4.89
H 1.70 4.27 6.51
H -0.51 6.26 7.38
H -0.46 4.54 7.73
H -1.87 5.24 6.91
H -0.31 7.19 5.22
H -1.59 6.20 4.51
H 0.01 6.23 3.78
H -1.43 2.90 6.75
H -2.05 0.76 5.73
H 0.32 4.23 3.05
Cl 0.69 -3.23 0.02
C 0.02 -3.94 1.45
C 0.75 -4.82 2.23
C 0.19 -5.28 3.41
C -1.08 -4.85 3.78
C -1.80 -3.98 2.98
C -1.26 -3.51 1.78
C -2.00 -2.59 0.87
H 1.74 -5.12 1.92
H 0.74 -5.97 4.03
H -1.52 -5.22 4.70
H -2.79 -3.65 3.26
H -2.93 -2.28 1.33
H -2.26 -3.14 -0.05
```

The relative energy (zero: lowest compared OMol25 entry of this formula, charge and spin) is 2.326 eV. For the HOMO-LUMO gap (spin up / spin down), the calculation gives 0.2564 / 0.2734 hartree. Its total energy is -175512.8400 eV. As for the spin multiplicity: 2. The HOMO energy (spin up / spin down) is -7.50 / -7.68 eV.

Here are the Löwdin charges for atoms 1 to 6, given in e:
1 Ta 1.447
2 N 0.124
3 C -0.253
4 C -0.037
5 C -0.090
6 C -0.061

The following is a DFT calculation (ωB97M-V/def2-TZVPD) of a molecular structure, C12H18Cl5N3OPPdSbSe4.

```
46
C12H18Cl5N3OPPdSbSe4 (ωB97M-V/def2-TZVPD)
Pd 2.29 0.84 1.65
Cl 2.99 3.10 4.04
C 1.83 1.88 4.44
C 1.50 0.90 3.50
C 0.56 -0.04 3.91
Cl 0.08 -1.29 2.80
C -0.04 -0.02 5.17
Cl -1.24 -1.20 5.62
C 0.31 0.97 6.08
Cl -0.43 1.03 7.65
C 1.26 1.92 5.71
Cl 1.69 3.16 6.85
Se 4.69 0.07 -1.89
Sb 4.69 0.70 0.42
Se 1.27 2.59 0.61
Se 4.01 -1.01 2.05
Se 6.21 2.44 1.10
C -0.86 -0.27 -4.29
N -0.07 -0.14 -3.10
C 1.18 0.60 -3.25
P -0.54 -0.68 -1.61
O 0.61 -0.88 -0.72
N -1.74 0.38 -1.12
C -1.70 1.78 -1.53
C -2.15 0.23 0.28
N -1.41 -2.10 -1.79
C -2.79 -2.24 -2.14
C -0.66 -3.34 -1.76
H -1.14 0.71 -4.70
H -1.78 -0.82 -4.09
H -0.32 -0.81 -5.07
H 0.98 1.60 -3.67
H 1.87 0.07 -3.91
H 1.68 0.70 -2.29
H -1.40 1.86 -2.57
H -0.99 2.35 -0.91
H -2.70 2.20 -1.41
H -2.19 -0.82 0.55
H -3.15 0.67 0.39
H -1.45 0.74 0.94
H -3.29 -1.27 -2.13
H -3.31 -2.89 -1.43
H -2.92 -2.68 -3.14
H 0.35 -3.16 -1.41
H -0.63 -3.81 -2.76
H -1.14 -4.05 -1.07
```

The relative energy (zero: lowest compared OMol25 entry of this formula, charge and spin) is 2.294 eV. For the HOMO-LUMO gap (spin up / spin down), the calculation gives 0.1940 / 0.1933 hartree. Its total energy is -362562.0912 eV. The HOMO energy (spin up / spin down) is -1.43 / -1.40 eV. As for the charge: -2.

Here are the natural (NBO) charges for atoms 1 to 6, given in e:
1 Pd 0.379
2 Cl 0.044
3 C -0.088
4 C -0.203
5 C 0.003
6 Cl 0.011

The following is a DFT calculation (ωB97M-V/def2-TZVPD) of 2 unconnected molecules or ions with the total composition C4H8O2 in a non-equilibrium geometry.

```
14
C4H8O2 (ωB97M-V/def2-TZVPD)
O -1.24 -1.09 1.59
C -0.31 -0.39 0.91
C 0.54 -0.96 -0.20
C 0.47 0.40 -0.93
O -0.07 0.51 -2.23
C -0.53 0.90 0.14
H -1.60 -0.46 2.23
H 0.83 0.01 1.86
H 0.54 -1.97 -0.63
H 1.27 -0.77 0.61
H 1.44 0.91 -0.88
H 0.58 0.16 -2.85
H -1.52 0.99 -0.33
H -0.28 1.77 0.74
```

The relative energy (zero: lowest compared OMol25 entry of this formula, charge and spin) is 4.737 eV. For the HOMO-LUMO gap, the calculation gives 0.3558 hartree. Its total energy is -8368.5444 eV. The HOMO energy is -8.84 eV.

Here are the natural (NBO) charges for atoms 1 to 6, given in e:
1 O -0.675
2 C 0.296
3 C -0.571
4 C 0.114
5 O -0.708
6 C -0.484